(1)
{"formula": "C23H30F5MgN8O9S", "method": "ωB97M-V/def2-TZVPD", "charge": 2, "spin_multiplicity": 2, "lumo_energy_ev": [-6.52, -12.25], "species": ["S", "Mg", "F", "F", "F", "F", "F", "O", "O", "O", "O", "O", "O", "O", "O", "O", "N", "N", "N", "N", "N", "N", "N", "N", "C", "C", "C", "C", "C", "C", "C", "C", "C", "C", "C", "C", "C", "C", "C", "C", "C", "C", "C", "C", "C", "C", "C", "H", "H", "H", "H", "H", "H", "H", "H", "H", "H", "H", "H", "H", "H", "H", "H", "H", "H", "H", "H", "H", "H", "H", "H", "H", "H", "H", "H", "H", "H"], "coordinates": [[6.04, -20.59, -8.24], [4.79, -17.66, -9.08], [6.07, -20.06, -5.53], [9.53, -20.42, -6.48], [4.67, -21.58, -6.10], [4.03, -24.97, -9.30], [6.72, -22.06, -6.06], [11.59, -21.42, -6.65], [5.45, -21.69, -9.03], [12.79, -23.20, -6.07], [5.32, -19.33, -8.35], [7.84, -24.65, -10.72], [10.75, -23.41, -7.11], [7.47, -20.48, -8.42], [5.93, -25.71, -10.02], [6.92, -24.31, -8.79], [8.54, -18.93, -11.77], [6.88, -24.69, -1.38], [5.30, -18.06, -11.04], [2.85, -18.27, -9.33], [0.86, -23.79, -9.22], [6.75, -16.99, -8.74], [4.17, -17.16, -7.09], [6.35, -17.32, -4.27], [10.34, -21.20, -7.28], [5.53, -18.17, -13.70], [6.94, -24.83, -9.93], [3.23, -18.43, -4.91], [7.59, -21.40, -11.47], [9.64, -22.56, -7.29], [7.86, -17.24, -8.88], [6.91, -25.00, -4.03], [8.12, -20.01, -11.61], [11.75, -22.69, -6.51], [7.44, -17.56, -4.61], [5.88, -21.12, -6.36], [1.53, -23.05, -8.65], [5.39, -18.15, -12.24], [5.94, -24.89, -7.98], [2.37, -22.09, -7.90], [3.78, -17.69, -6.12], [8.85, -17.85, -5.05], [5.08, -25.67, -8.95], [1.71, -18.00, -9.51], [9.30, -17.57, -9.12], [6.87, -24.82, -2.54], [0.36, -17.57, -9.67], [5.92, -25.13, -4.46], [9.51, -17.69, -10.18], [2.32, -18.88, -5.31], [3.00, -17.61, -4.23], [9.53, -17.41, -4.32], [6.53, -21.42, -11.23], [7.75, -21.81, -12.47], [3.94, -19.13, -4.48], [-0.08, -17.80, -10.64], [2.50, -21.23, -8.56], [8.25, -21.93, -10.79], [4.69, -26.65, -8.65], [4.74, -17.51, -14.05], [9.08, -17.52, -6.06], [6.57, -17.90, -13.88], [3.34, -22.50, -7.62], [8.92, -22.67, -6.47], [10.39, -20.75, -8.27], [-0.30, -18.09, -8.97], [5.47, -24.09, -7.41], [0.27, -16.54, -9.32], [9.13, -18.90, -4.95], [7.47, -25.91, -4.26], [7.31, -24.08, -4.46], [5.36, -19.20, -14.02], [1.79, -21.90, -7.00], [9.85, -16.71, -8.74], [9.48, -18.46, -8.51], [9.09, -22.77, -8.21], [6.49, -25.58, -7.34]]}

(2)
{"formula": "C6H9N2", "method": "ωB97M-V/def2-TZVPD", "relative_energy_kcal_mol": 147.54, "charge": 1, "smiles": "C#[N+]N1C[C@@H]2C[C@@]21C", "lumo_energy_ev": -4.68, "species": ["N", "N", "C", "C", "C", "C", "C", "C", "H", "H", "H", "H", "H", "H", "H", "H", "H"], "coordinates": [[-1.85, 0.01, -0.26], [-0.74, 0.28, 0.36], [0.53, -0.43, 0.11], [1.21, 0.18, -1.08], [0.58, -1.78, 0.59], [1.29, 0.90, 0.29], [-0.05, 1.63, 0.60], [-2.94, 0.02, -0.67], [0.83, -2.48, -0.13], [-0.30, 2.33, -0.08], [-0.27, 1.86, 1.63], [2.25, 1.17, 0.69], [2.21, -0.28, -1.36], [1.32, -1.96, 1.36], [0.47, 0.45, -1.99], [-4.04, 0.09, -0.83], [-0.51, -1.99, 0.76]]}

(3)
{"formula": "C21H19N5O4", "method": "ωB97M-V/def2-TZVPD", "relative_energy_kcal_mol": 272.27, "charge": 0, "smiles": "N#Cc1cc([N+](=O)[O-])cc2c1no[n+]2[O-].C1=C(N2CCCC2)c2ccccc2CC1", "lumo_energy_ev": -2.30, "species": ["O", "O", "O", "O", "N", "N", "N", "N", "N", "C", "C", "C", "C", "C", "C", "C", "C", "C", "C", "C", "C", "C", "C", "C", "C", "C", "C", "C", "C", "C", "H", "H", "H", "H", "H", "H", "H", "H", "H", "H", "H", "H", "H", "H", "H", "H", "H", "H", "H"], "coordinates": [[2.65, 2.10, 1.89], [-4.04, 2.20, 1.60], [-2.66, 1.49, 3.16], [2.49, 2.98, -0.23], [1.94, 2.39, 0.94], [2.35, -1.38, 2.06], [-1.25, 3.94, -3.46], [-2.88, 1.97, 2.02], [1.48, 3.30, -1.17], [4.65, -1.38, 2.68], [0.04, -0.64, 2.10], [-0.22, -1.09, -0.64], [-1.49, -1.04, 0.14], [1.16, -1.11, 1.42], [-1.30, -1.11, 1.68], [2.07, -1.87, -0.82], [-1.14, 3.55, -2.37], [-0.99, 3.06, -1.03], [3.85, -2.15, 3.74], [-0.25, -0.90, -2.02], [0.34, 2.90, -0.54], [-2.03, 2.75, -0.15], [2.03, -1.69, -2.20], [0.55, 2.34, 0.74], [1.02, -1.36, -0.02], [3.64, -0.88, 1.63], [0.89, -1.14, -2.80], [2.37, -1.87, 3.43], [-0.46, 1.91, 1.59], [-1.76, 2.22, 1.15], [0.15, -0.31, 3.14], [-3.07, 2.89, -0.46], [5.41, -2.00, 2.20], [-2.06, -0.53, 2.20], [1.74, -2.77, 3.54], [-0.22, 1.63, 2.61], [3.90, -1.21, 0.62], [-1.45, -2.17, 1.96], [2.88, -2.41, -0.35], [0.88, -0.92, -3.86], [3.63, 0.22, 1.61], [-2.14, -1.87, -0.15], [1.97, -1.11, 4.12], [4.04, -3.22, 3.66], [-2.05, -0.13, -0.12], [2.89, -2.00, -2.80], [5.15, -0.51, 3.13], [-1.18, -0.58, -2.49], [4.10, -1.83, 4.75]]}

(4)
{"formula": "C3H8NP", "method": "ωB97M-V/def2-TZVPD", "relative_energy_kcal_mol": 50.33, "charge": 0, "smiles": "C/N=C(/C)P", "lumo_energy_ev": 0.57, "species": ["P", "N", "C", "C", "C", "H", "H", "H", "H", "H", "H", "H", "H"], "coordinates": [[-1.00, -1.23, 0.24], [1.30, 0.48, 0.27], [-0.14, 0.32, 0.10], [1.97, -0.70, 0.02], [-1.10, 1.47, 0.16], [-1.67, 1.49, -0.73], [-2.20, -0.82, -0.23], [-0.89, -1.63, -1.11], [2.98, -0.55, 0.38], [-1.97, 1.14, 0.87], [1.54, -1.38, 0.71], [1.78, -1.00, -1.00], [-0.60, 2.41, 0.32]]}

no.,maximum force (hartree/bohr)
1,0.14512
2,0.06069
3,0.05865
4,0.18285